No. 1
C16H32B4F16Li3O4 as an isolated structure in a non-equilibrium geometry. Source: the OMol25 dataset; level of theory: ωB97M-V/def2-TZVPD.

```
! wB97M-V def2-TZVPD RIJCOSX def2/J DEFGRID3
* xyz -1 1
Li 0.905 0.783 1.463
Li 2.774 -0.385 -2.184
Li 1.748 3.941 -1.433
B 3.148 2.551 -3.605
F 3.310 2.488 -4.932
F 2.851 1.272 -3.279
F 4.248 2.916 -2.903
F 2.193 3.376 -3.228
B 0.789 0.864 -1.141
F 2.014 0.486 -0.627
F 0.557 0.095 -2.257
F -0.244 0.689 -0.223
F 0.918 2.245 -1.387
B -0.627 -0.233 3.430
F 0.005 -1.410 3.175
F 0.110 0.501 4.330
F -0.751 0.553 2.289
F -1.858 -0.486 3.972
B 0.995 3.997 1.587
F 0.867 2.676 1.244
F -0.266 4.494 1.957
F 1.891 4.298 2.615
F 1.444 4.693 0.489
C -3.352 -0.884 1.069
C -3.702 -2.279 1.584
C -5.276 -2.308 1.619
O -5.632 -1.581 0.491
C -4.558 -0.630 0.048
H -2.412 -0.871 0.518
H -3.366 -0.035 1.753
H -3.365 -2.405 2.613
H -3.273 -3.077 0.979
H -5.614 -1.722 2.474
H -5.731 -3.298 1.582
H -4.873 0.406 0.172
H -4.184 -0.992 -0.910
C -2.897 0.591 -3.713
C -4.198 1.100 -4.293
C -4.792 1.741 -3.080
O -3.676 2.320 -2.444
C -2.664 1.318 -2.433
H -2.076 0.781 -4.405
H -3.083 -0.467 -3.528
H -4.817 0.357 -4.796
H -3.871 1.860 -5.003
H -5.393 1.075 -2.461
H -5.469 2.556 -3.335
H -2.627 0.750 -1.503
H -1.688 1.803 -2.409
C 4.822 0.099 3.611
C 5.132 1.016 2.392
C 3.718 1.525 2.112
O 2.846 0.447 2.315
C 3.453 -0.503 3.204
H 4.652 0.745 4.473
H 5.612 -0.646 3.700
H 5.426 0.420 1.528
H 5.885 1.768 2.630
H 3.492 1.848 1.096
H 3.500 2.288 2.859
H 3.630 -1.495 2.790
H 2.855 -0.616 4.109
C 0.551 -3.699 -0.731
C 1.431 -3.666 0.452
C 2.526 -2.662 0.078
O 2.239 -2.298 -1.262
C 1.575 -3.408 -1.841
H -0.209 -2.934 -0.570
H 0.175 -4.722 -0.723
H 1.888 -4.648 0.579
H 0.949 -3.253 1.338
H 3.518 -3.114 0.083
H 2.541 -1.754 0.680
H 2.294 -4.185 -2.102
H 1.065 -3.068 -2.741
*
```

Summary:
* highest occupied orbital energy: -7.1 eV

Mulliken atomic charges, in units of e: number 1, Li, carries 1.084; number 2, Li, carries 1.003; number 3, Li, carries 0.923; number 4, B, carries 0.285; number 5, F, carries -0.330; number 6, F, carries -0.176; number 7, F, carries -0.420; number 8, F, carries -0.425; number 9, B, carries -0.111; number 10, F, carries -0.406; number 11, F, carries -0.279; number 12, F, carries -0.193; number 13, F, carries -0.047; number 14, B, carries 0.365; number 15, F, carries -0.373; number 16, F, carries -0.346; number 17, F, carries -0.306; number 18, F, carries -0.350; number 19, B, carries 0.172; number 20, F, carries 0.194; number 21, F, carries -0.356; number 22, F, carries -0.415; number 23, F, carries -0.450; number 24, C, carries 0.665; number 25, C, carries -0.563; number 26, C, carries -0.578; number 27, O, carries -0.519; number 28, C, carries -0.269; number 29, H, carries -0.530; number 30, H, carries 0.132; number 31, H, carries 0.289; number 32, H, carries 0.273; number 33, H, carries 0.295; number 34, H, carries 0.341; number 35, H, carries 0.323; number 36, H, carries 0.098; number 37, C, carries -0.392; number 38, C, carries -0.556; number 39, C, carries -0.387; number 40, O, carries -0.478; number 41, C, carries 1.044; number 42, H, carries 0.271; number 43, H, carries 0.282; number 44, H, carries 0.352; number 45, H, carries 0.236; number 46, H, carries 0.153; number 47, H, carries 0.376; number 48, H, carries -0.624; number 49, H, carries -0.293; number 50, C, carries -0.691; number 51, C, carries -0.664; number 52, C, carries -0.185; number 53, O, carries -0.084; number 54, C, carries -0.482; number 55, H, carries 0.318; number 56, H, carries 0.351; number 57, H, carries 0.291; number 58, H, carries 0.377; number 59, H, carries -0.014; number 60, H, carries 0.229; number 61, H, carries 0.270; number 62, H, carries 0.237; number 63, C, carries -0.321; number 64, C, carries -0.549; number 65, C, carries 0.323; number 66, O, carries -0.231; number 67, C, carries -0.565; number 68, H, carries 0.039; number 69, H, carries 0.367; number 70, H, carries 0.420; number 71, H, carries 0.188; number 72, H, carries 0.334; number 73, H, carries -0.558; number 74, H, carries 0.252; number 75, H, carries 0.363


No. 2
C26H34Br2N5O2Pb as an isolated structure. Source: the OMol25 dataset; level of theory: ωB97M-V/def2-TZVPD.

```
! wB97M-V def2-TZVPD RIJCOSX def2/J DEFGRID3
* xyz -1 1
Pb 0.433 -0.185 0.013
C -3.799 -1.061 -0.518
C -3.232 -2.392 -1.017
C -1.704 -2.532 -1.001
N -1.110 -2.070 0.239
C -1.169 -2.765 1.334
C -1.689 -4.096 1.392
C -2.084 -4.884 2.445
C -2.139 -4.615 3.811
C -1.668 -3.454 4.399
C -0.977 -2.385 3.858
C -0.540 -2.105 2.531
N 0.345 -1.187 2.246
C 1.113 -0.559 3.299
C 0.548 0.791 3.746
C 0.725 1.896 2.703
N -0.117 1.742 1.533
C -1.280 2.325 1.481
C -1.869 3.003 2.596
C -2.874 3.943 2.673
C -3.649 4.521 1.676
C -3.635 4.125 0.345
C -2.974 3.090 -0.281
C -2.026 2.132 0.189
N -1.668 1.081 -0.494
C -2.349 0.717 -1.722
C -3.741 0.123 -1.483
H -3.299 -0.785 0.413
H -4.849 -1.224 -0.259
H -3.581 -2.591 -2.038
H -3.646 -3.187 -0.390
H -1.254 -1.951 -1.809
H -1.437 -3.570 -1.226
H -1.806 -4.554 0.418
H -2.447 -5.866 2.151
H -2.587 -5.362 4.454
H -1.838 -3.370 5.470
H -0.707 -1.622 4.576
H 2.127 -0.398 2.912
H 1.220 -1.223 4.162
H 1.061 1.097 4.664
H -0.514 0.678 3.988
H 1.767 1.860 2.359
H 0.586 2.880 3.165
H -1.419 2.754 3.548
H -3.064 4.304 3.680
H -4.328 5.315 1.958
H -4.289 4.690 -0.314
H -3.224 2.975 -1.328
H -1.716 -0.013 -2.235
H -2.436 1.564 -2.417
H -4.167 -0.160 -2.453
H -4.378 0.915 -1.081
N 3.283 1.119 -0.398
C 4.411 0.193 -0.247
C 4.345 -0.901 -1.303
C 3.173 -1.864 -1.031
O 3.362 -2.716 -0.151
O 2.128 -1.700 -1.732
H 3.256 1.491 -1.341
H 3.360 1.905 0.237
H 4.341 -0.278 0.737
H 5.385 0.701 -0.296
H 5.274 -1.474 -1.251
H 4.263 -0.453 -2.299
Br 1.274 0.165 -3.455
C 0.328 1.550 -4.376
Br 0.495 3.286 -3.518
H -0.729 1.317 -4.377
H 0.706 1.658 -5.385
*
```

Summary:
* relative energy (zero: lowest compared OMol25 entry of this formula, charge and spin): 42.2 kJ/mol
* highest occupied orbital energy: -4.2 eV

Mulliken atomic charges, in units of e: number 1, Pb, carries 1.098; number 2, C, carries -0.545; number 3, C, carries -0.617; number 4, C, carries -1.075; number 5, N, carries -0.101; number 6, C, carries 0.684; number 7, C, carries -0.747; number 8, C, carries -0.320; number 9, C, carries -0.583; number 10, C, carries -0.506; number 11, C, carries -0.659; number 12, C, carries 1.001; number 13, N, carries -0.375; number 14, C, carries -1.494; number 15, C, carries -0.015; number 16, C, carries -1.480; number 17, N, carries -0.197; number 18, C, carries 0.894; number 19, C, carries -0.695; number 20, C, carries -0.533; number 21, C, carries -0.581; number 22, C, carries -0.394; number 23, C, carries -0.512; number 24, C, carries 0.642; number 25, N, carries -0.109; number 26, C, carries -0.742; number 27, C, carries -0.745; number 28, H, carries 0.050; number 29, H, carries 0.474; number 30, H, carries 0.458; number 31, H, carries 0.377; number 32, H, carries 0.139; number 33, H, carries 0.559; number 34, H, carries 0.269; number 35, H, carries 0.300; number 36, H, carries 0.299; number 37, H, carries 0.295; number 38, H, carries 0.214; number 39, H, carries 0.317; number 40, H, carries 0.596; number 41, H, carries 0.373; number 42, H, carries 0.310; number 43, H, carries 0.308; number 44, H, carries 0.577; number 45, H, carries 0.228; number 46, H, carries 0.307; number 47, H, carries 0.301; number 48, H, carries 0.297; number 49, H, carries 0.221; number 50, H, carries 0.012; number 51, H, carries 0.420; number 52, H, carries 0.449; number 53, H, carries 0.392; number 54, N, carries -0.340; number 55, C, carries -0.688; number 56, C, carries -0.415; number 57, C, carries 0.372; number 58, O, carries -0.731; number 59, O, carries -0.661; number 60, H, carries 0.166; number 61, H, carries 0.192; number 62, H, carries 0.275; number 63, H, carries 0.371; number 64, H, carries 0.363; number 65, H, carries 0.235; number 66, Br, carries 0.114; number 67, C, carries -0.564; number 68, Br, carries -0.177; number 69, H, carries 0.233; number 70, H, carries 0.418


no.,calculated total energy (eV)
1,-72134.1957
2,-184392.9610